Molecular formula: C3H5P
Method: DFT, ωB97M-V/def2-TZVPD

ORCA input file:
```
! RIJCOSX wB97M-V def2-TZVPD def2/J DEFGRID3
* xyz 0 1
C -0.668 -0.065 2.201
C -0.974 0.124 1.079
C 1.121 0.057 -1.139
P -1.233 0.687 -0.611
H -0.440 -0.408 3.165
H 1.251 1.009 -1.593
H 1.214 -0.713 -1.835
H 1.295 -0.072 -0.082
H -1.566 -0.619 -1.185
*
```

## Properties
**E**: -458.5065 Eh
**Gap between HOMO and LUMO (spin up / spin down)**: 0.32152 / 0.32153 Eh
**Relative energy (zero: lowest compared OMol25 entry of this formula, charge and spin)**: 196.9 kJ/mol

Just the Mulliken charges please, in e? Sure, here they are: number 1, C, carries 0.2846; number 2, C, carries -0.6713; number 3, C, carries -0.9235; number 4, P, carries -0.0526; number 5, H, carries 0.4121; number 6, H, carries 0.3000; number 7, H, carries 0.3087; number 8, H, carries 0.2899; number 9, H, carries 0.0523